C8H36B3O4Pt as an isolated structure in a non-equilibrium geometry. Source: OMol25; level of theory: ωB97M-V with the def2-TZVPD basis set.

Last column: Mulliken charge in e.
Cartesian coordinates (Å):
Pt 8.486 -3.887 -12.955  1.84
B 8.293 -5.102 -10.978  0.49
H 8.245 -5.425 -9.870  -0.20
H 9.340 -5.391 -11.391  -0.17
H 7.442 -5.650 -11.535  -0.38
H 8.045 -3.973 -10.959  -0.09
B 6.571 -4.766 -14.024  0.47
H 6.470 -3.967 -14.854  -0.78
H 5.797 -5.587 -14.261  -0.16
H 7.643 -5.187 -14.019  -0.05
H 6.378 -4.337 -12.964  0.09
B 10.558 -4.196 -14.048  -0.02
H 9.987 -5.144 -14.400  -0.14
H 11.496 -4.068 -14.707  -0.19
H 9.849 -3.315 -14.287  -0.25
H 10.745 -4.316 -12.903  -0.13
C 4.584 -6.792 -11.062  -0.92
C 4.216 -5.298 -11.146  -0.23
O 3.893 -4.911 -12.469  -0.51
H 4.777 -6.971 -10.001  0.36
H 5.499 -6.991 -11.616  0.10
H 3.754 -7.391 -11.440  0.29
H 5.137 -4.803 -10.811  0.14
H 3.397 -5.074 -10.465  0.37
H 4.708 -5.074 -12.996  -0.23
C 2.301 -3.183 -16.394  -1.45
C 3.613 -3.294 -15.632  0.74
O 4.596 -3.751 -16.559  -0.61
H 1.578 -2.721 -15.712  0.37
H 1.872 -4.149 -16.665  0.35
H 2.357 -2.590 -17.307  0.32
H 3.476 -3.992 -14.805  0.08
H 3.851 -2.297 -15.245  -0.12
H 5.371 -3.988 -16.010  0.10
C 5.783 -8.635 -14.920  -0.58
C 5.900 -7.845 -16.246  -0.20
O 6.971 -6.914 -16.165  -0.62
H 6.760 -9.097 -14.769  0.24
H 5.005 -9.395 -15.013  0.37
H 5.604 -7.999 -14.057  -0.08
H 5.035 -7.224 -16.497  0.21
H 6.212 -8.538 -17.026  0.29
H 6.761 -6.158 -15.583  0.07
C 6.206 -0.413 -14.351  -1.21
C 7.437 -1.273 -14.551  0.04
O 7.796 -1.760 -13.230  -0.73
H 5.736 0.019 -15.236  0.38
H 6.363 0.392 -13.629  0.33
H 5.436 -1.037 -13.888  0.21
H 8.262 -0.680 -14.954  0.40
H 7.262 -2.067 -15.271  0.03
H 8.465 -1.129 -12.941  0.36

Properties
- ΔE to the lowest compared entry with this formula, charge and spin (kJ/mol) = 0.0
- LUMO (alpha / beta) (eV) = 2.36 / 1.61
- spin multiplicity = 3
- Kohn-Sham gap (alpha / beta) (eV) = 8.239 / 7.263
- total charge = -1
- E_tot (eV) = -22339.06390
- ⟨S²⟩ = 2.0043


A 10-piece molecular cluster, C8H38N2O10 overall in a non-equilibrium geometry. Source: OMol25; level of theory: ωB97M-V with the def2-TZVPD basis set.

Last column: Mulliken charge in e.
Cartesian coordinates (Å):
C -17.775 -9.355 21.020  -0.71
C -19.202 -9.322 20.556  0.20
C -19.837 -10.720 20.420  -1.02
O -19.748 -11.418 21.675  -0.16
C -20.352 -12.708 21.655  -1.03
N -19.951 -8.540 21.575  -0.45
H -17.180 -8.505 20.689  0.45
H -17.295 -10.195 20.512  0.09
H -17.660 -9.481 22.094  0.09
H -19.469 -8.774 19.649  0.36
H -19.325 -11.228 19.594  0.55
H -20.871 -10.689 20.066  0.35
H -21.426 -12.631 21.470  0.38
H -20.205 -13.004 22.693  0.20
H -19.913 -13.365 20.905  0.42
H -20.945 -8.661 21.428  0.23
H -19.639 -8.887 22.469  -0.17
C -15.066 -9.809 18.608  -1.16
C -13.900 -10.375 19.383  0.49
C -14.262 -11.221 20.585  -0.68
O -14.884 -10.523 21.661  -0.32
C -15.444 -11.398 22.612  -0.74
N -13.108 -11.205 18.481  -0.73
H -15.706 -9.129 19.168  0.15
H -15.660 -10.655 18.246  0.28
H -14.771 -9.270 17.708  0.38
H -13.324 -9.534 19.781  0.27
H -13.304 -11.632 20.915  0.36
H -14.897 -12.009 20.162  0.31
H -16.361 -11.857 22.229  0.26
H -15.752 -10.717 23.407  0.23
H -14.746 -12.148 22.988  0.41
H -13.601 -12.030 18.158  0.27
H -12.323 -11.583 19.000  0.29
O -17.954 -6.479 23.106  -0.65
H -18.587 -7.143 23.396  0.31
H -17.120 -6.749 23.501  0.30
O -18.825 -12.523 25.508  -0.67
H -19.687 -12.978 25.454  0.37
H -18.174 -13.210 25.347  0.30
O -20.459 -16.148 20.745  -0.61
H -20.594 -17.039 21.077  0.28
H -21.191 -15.634 21.109  0.38
O -19.845 -10.213 24.114  -0.70
H -19.445 -10.913 24.649  0.37
H -19.816 -10.544 23.196  0.52
O -22.864 -15.045 21.990  -0.60
H -22.817 -15.719 22.675  0.30
H -23.805 -14.918 21.839  0.28
O -21.007 -14.032 25.411  -0.66
H -21.339 -14.931 25.350  0.28
H -21.773 -13.504 25.663  0.31
O -21.518 -11.744 17.669  -0.63
H -21.434 -10.883 18.086  0.35
H -20.995 -11.675 16.865  0.31
O -19.865 -5.763 21.164  -0.74
H -19.882 -6.740 21.110  0.43
H -19.063 -5.554 21.654  0.33

Properties
- ΔE to the lowest compared entry with this formula, charge and spin (kJ/mol) = 130.3
- LUMO (eV) = -0.48
- Kohn-Sham gap (eV) = 8.710
- total charge = 0
- SMILES = COC[C@H](C)N.COC[C@H](C)N.O.O.O.O.O.O.O.O
- E_tot (eV) = -32366.48240


C8H3MoN2O5 as an isolated structure. Source: OMol25; level of theory: ωB97M-V with the def2-TZVPD basis set.

Last column: Mulliken charge in e.
Cartesian coordinates (Å):
Mo 0.034 0.940 2.122  2.92
O 1.700 2.982 -1.030  0.03
C 1.090 2.110 -0.702  0.50
O 0.483 2.284 1.197  -0.81
C 0.405 0.830 -0.942  0.67
C 0.319 0.390 -2.259  -0.58
C -0.489 -0.716 -2.526  -0.35
C -1.242 -1.270 -1.491  -0.57
C -1.075 -0.746 -0.212  0.67
N -0.212 0.230 0.079  -0.46
C -2.016 -1.194 0.828  0.50
O -2.842 -1.847 1.198  0.03
O -1.471 0.161 2.164  -0.81
H 0.835 0.911 -3.060  0.50
H -0.584 -1.095 -3.538  0.53
H -1.960 -2.061 -1.683  0.49
O 3.228 -1.226 3.770  -0.02
C 2.376 -0.659 3.302  0.60
N 1.420 -0.021 2.782  -0.83

Properties
- LUMO (eV) = -15.20
- Kohn-Sham gap (eV) = 8.681
- total charge = +3
- E_tot (eV) = -23381.80405


C8H40B2CuN16O8 as an isolated structure in a non-equilibrium geometry. Source: OMol25; level of theory: ωB97M-V with the def2-TZVPD basis set.

Last column: Mulliken charge in e.
Cartesian coordinates (Å):
Cu 0.284 0.462 -2.263  -0.29
B -0.995 2.403 -2.907  1.40
H -0.666 2.554 -3.977  -0.33
H -1.850 3.040 -2.537  -0.14
H -1.321 1.353 -2.795  -0.57
H -0.173 2.550 -2.133  -0.28
B 0.034 0.170 0.079  3.35
H -0.865 0.637 -0.416  0.16
H -0.222 -0.258 1.090  -0.56
H 0.350 -0.714 -0.551  0.37
H 0.871 0.907 0.200  -1.13
C 1.280 -3.168 1.127  0.36
O 1.981 -4.107 1.531  -0.76
N 1.807 -1.963 0.950  0.22
N 0.007 -3.379 0.763  0.03
H 1.353 -1.164 0.509  -0.86
H 2.798 -1.823 1.056  0.22
H -0.440 -4.257 0.956  0.14
H -0.566 -2.629 0.406  -0.15
C -1.601 2.991 1.610  0.43
O -1.796 4.091 2.107  -0.69
N -1.548 1.835 2.254  -0.05
N -0.999 2.896 0.402  -0.04
H -1.634 1.771 3.253  0.18
H -1.300 1.046 1.673  -0.38
H -1.133 1.977 -0.011  -0.43
H -0.921 3.730 -0.156  0.15
C -2.249 -1.666 -3.035  0.46
O -1.210 -1.049 -2.750  -0.65
N -2.145 -2.937 -3.393  -0.41
N -3.450 -1.094 -2.996  -0.38
H -1.274 -3.389 -3.600  0.20
H -3.039 -3.391 -3.488  0.15
H -4.300 -1.617 -2.882  0.21
H -3.331 -0.115 -2.774  0.25
C -0.411 -1.461 4.523  0.54
O -0.800 -1.732 5.649  -0.68
N 0.634 -0.694 4.173  -0.32
N -1.060 -1.868 3.406  -0.07
H 0.822 -0.646 3.186  0.17
H 0.981 0.033 4.774  0.21
H -0.531 -1.936 2.555  -0.12
H -1.967 -2.300 3.377  0.15
C -3.877 -1.912 0.666  0.58
O -2.901 -2.505 1.085  -0.60
N -3.845 -0.565 0.379  -0.30
N -5.065 -2.442 0.403  -0.45
H -4.620 -0.088 -0.041  0.21
H -3.010 -0.148 0.743  0.25
H -5.804 -1.857 0.056  0.14
H -5.271 -3.394 0.653  0.25
C 2.110 -2.399 -3.011  0.37
O 1.421 -1.518 -2.506  -0.47
N 2.669 -3.334 -2.210  -0.37
N 2.283 -2.693 -4.316  -0.41
H 3.007 -4.188 -2.618  0.19
H 2.421 -3.346 -1.232  0.15
H 2.875 -3.452 -4.600  0.16
H 1.625 -2.337 -4.990  0.25
C 3.054 1.926 -1.407  0.38
O 2.315 1.319 -2.209  -0.55
N 2.591 2.415 -0.261  0.08
N 4.290 2.376 -1.614  -0.40
H 1.701 2.092 0.082  -0.03
H 3.043 3.159 0.236  0.20
H 4.642 3.100 -1.016  0.13
H 4.772 2.266 -2.492  0.26
C 2.427 4.601 2.349  0.55
O 2.222 5.659 1.790  -0.61
N 1.768 3.413 2.215  -0.19
N 3.283 4.362 3.416  -0.47
H 1.991 2.575 2.713  0.11
H 1.001 3.343 1.557  0.11
H 3.992 5.065 3.565  0.24
H 3.485 3.415 3.668  0.17

Properties
- LUMO (alpha / beta) (eV) = -0.30 / -2.61
- spin multiplicity = 2
- Kohn-Sham gap (alpha / beta) (eV) = 8.730 / 6.415
- total charge = 0
- E_tot (eV) = -95160.78395
- ⟨S²⟩ = 0.7518